(1)
The following is a quantum chemistry calculation of a molecular structure, C17H33F6MgN2O3SSbSi in a non-equilibrium geometry, from OMol25.

Atoms and positions in Å:
1 Mg -0.573 -1.521 0.037
2 C 1.914 -2.935 -0.681
3 C 2.301 -1.746 0.183
4 C 2.392 -2.149 1.653
5 C 3.597 -1.111 -0.304
6 O 1.196 -0.818 0.061
7 Si 1.183 0.816 0.255
8 S -0.978 0.947 0.316
9 O 1.848 1.137 1.660
10 C 2.398 2.301 2.298
11 C 1.670 3.551 1.816
12 C 2.195 2.089 3.797
13 C 3.885 2.360 1.941
14 O 1.799 1.664 -0.955
15 C 1.436 1.930 -2.322
16 C 0.357 3.008 -2.323
17 C 0.939 0.652 -2.986
18 C 2.702 2.445 -3.013
19 H 2.709 -3.674 -0.712
20 H 1.700 -2.612 -1.701
21 H 1.033 -3.411 -0.254
22 H 3.130 -2.938 1.784
23 H 1.418 -2.520 1.992
24 H 2.674 -1.288 2.258
25 H 4.406 -1.831 -0.215
26 H 3.839 -0.237 0.294
27 H 3.516 -0.817 -1.348
28 H 0.602 3.456 2.003
29 H 1.827 3.677 0.749
30 H 2.047 4.430 2.329
31 H 1.133 2.046 4.022
32 H 2.648 2.903 4.357
33 H 2.653 1.152 4.102
34 H 4.003 2.435 0.861
35 H 4.395 1.463 2.288
36 H 4.348 3.224 2.410
37 H -0.532 2.646 -1.806
38 H 0.098 3.268 -3.343
39 H 0.709 3.905 -1.823
40 H 0.047 0.282 -2.477
41 H 1.709 -0.112 -2.952
42 H 0.691 0.837 -4.024
43 H 3.072 3.338 -2.515
44 H 2.475 2.694 -4.045
45 H 3.484 1.691 -2.991
46 N -7.313 0.305 0.137
47 C -6.213 -0.446 0.064
48 C -5.695 -0.895 -1.173
49 C -4.587 -1.691 -1.198
50 N -3.953 -2.039 -0.071
51 C -4.401 -1.628 1.120
52 C -5.501 -0.826 1.224
53 H -7.813 0.567 -0.697
54 H -7.700 0.568 1.029
55 H -6.194 -0.626 -2.091
56 H -4.175 -2.090 -2.116
57 H -3.861 -1.981 1.990
58 H -5.837 -0.506 2.196
59 F -1.554 -2.021 -1.338
60 Sb -2.722 -3.673 -0.167
61 F -1.563 -2.236 1.283
62 F -4.474 -4.535 -0.287
63 F -2.733 -4.135 -2.034
64 F -2.867 -4.339 1.625
65 F -0.935 -4.398 -0.168

Results
Total charge ... +1
HOMO-LUMO gap (alpha / beta) ... 9.2 / 6.1 eV
Spin multiplicity ... 2


(2)
The following is a quantum chemistry calculation of a molecular structure, CHHgLiO2 in a non-equilibrium geometry, from OMol25.

Atoms and positions in Å:
1 H 1.535 1.282 1.809
2 O 0.812 1.360 1.195
3 C 0.863 0.120 0.917
4 O 0.651 -0.727 0.192
5 Li -0.900 2.505 0.931
6 Hg -1.136 0.892 -0.390

Results
Total charge ... +2
Energy relative to the best compared isomer or geometry (same formula, charge and spin) ... 0.0 kcal per mole
HOMO-LUMO gap (alpha / beta) ... 7.3 / 7.3 eV


(3)
The following is a quantum chemistry calculation of 2 unconnected molecules or ions with the total composition C4H6S2 in a non-equilibrium geometry, from OMol25.

Atoms and positions in Å:
1 C 0.850 1.286 0.192
2 C 0.637 -0.221 0.280
3 C 1.428 -1.162 -0.135
4 C -2.261 -0.396 -0.065
5 H 0.073 1.799 -0.509
6 H 2.015 1.619 -0.025
7 H 0.595 1.706 1.002
8 H 1.035 -2.232 -0.116
9 H 2.392 -0.969 -0.632
10 H -2.047 -0.980 -1.404
11 S -0.860 -0.431 1.233
12 S -3.855 -0.019 0.180

Results
Energy relative to the best compared isomer or geometry (same formula, charge and spin) ... 85.6 kcal per mole
HOMO-LUMO gap ... 8.3 eV


In the order shown, the computed energy values come out to -74292.542; -9505.053; -25911.577 eV.